ORCA calculation (ωB97M-V with the def2-TZVPD basis set) on the ion C26H35FN3O3 with charge +1.

Atoms and positions in Å:
C -1.254 2.513 -3.131
H -1.038 2.225 2.927
C -0.458 3.093 -4.114
O -2.165 -1.142 1.232
H 0.988 -9.018 2.494
O -0.202 2.273 -5.156
H -1.446 5.059 -0.923
H -3.135 2.471 1.650
C -2.466 2.528 -0.930
N 0.975 -4.509 1.924
H 3.275 5.711 -4.266
C -2.442 1.670 1.385
H -3.220 3.224 -0.553
N -1.625 2.097 0.227
H -0.142 1.334 -1.051
H 1.131 -1.426 3.351
H -1.279 0.131 -0.384
H 1.539 6.551 -5.812
C 0.642 -2.375 3.142
C 0.957 -6.917 2.219
H 2.486 -6.620 5.703
H 0.481 6.971 -4.452
H 0.858 1.612 1.231
H -0.051 3.551 -6.790
H -2.189 -3.308 1.664
H 2.007 -4.614 4.435
H -0.149 -3.805 0.331
C 1.566 -3.242 2.259
C -1.621 3.193 -1.978
C -1.164 -1.096 1.940
C 1.268 6.287 -4.787
O 0.767 4.964 -4.900
C 1.762 -7.965 4.207
H 2.878 7.393 -3.901
C 1.210 -5.632 2.717
C 1.210 -8.062 2.941
H -1.422 -4.013 3.113
C 0.001 4.420 -3.925
F 0.454 -7.063 0.967
H 2.527 -3.393 2.749
C 2.500 6.375 -3.893
C -1.241 -3.490 2.169
H 1.970 -8.855 4.777
H -1.597 1.507 -3.315
C 1.775 -5.570 3.993
C 0.465 2.710 -6.325
H -0.045 6.099 -2.596
H -2.967 1.645 -1.328
C -0.372 5.086 -2.761
C -0.685 1.020 -0.158
C -0.308 -4.326 1.282
H 1.501 2.983 -6.121
C 2.049 -6.714 4.721
H -2.190 0.970 3.385
H 0.439 1.852 -6.996
H 0.453 -2.888 4.091
C 0.273 0.721 0.987
H -0.779 -5.282 1.072
H 0.174 0.184 3.077
H -1.062 2.910 0.509
H 1.744 -2.705 1.318
C -1.554 1.327 2.574
C -0.504 0.260 2.229
H 2.270 6.094 -2.868
C -1.169 4.491 -1.799
H 0.971 -0.054 0.667
H -3.003 0.779 1.092
N -0.624 -2.204 2.464

Forces on the atoms, in the same order (eV/Å):
C 0.038 0.235 -0.076
H -0.004 0.010 0.045
C -0.043 -0.003 0.151
O -0.323 0.038 -0.208
H -0.035 -0.090 -0.080
O -0.119 0.031 0.391
H -0.073 0.111 0.110
H 0.095 0.067 -0.174
C -0.156 0.397 -0.631
N 0.181 0.043 -0.348
H 0.081 -0.032 -0.019
C -0.533 -0.166 0.778
H 0.065 -0.137 0.118
N 0.029 0.229 0.088
H -0.129 0.071 0.120
H -0.062 -0.019 0.014
H -0.040 0.221 -0.050
H -0.108 0.036 0.152
C 0.573 -0.044 0.000
C -0.045 -0.121 0.066
H 0.040 0.008 0.086
H 0.021 -0.078 -0.090
H 0.055 0.005 -0.011
H 0.036 -0.072 0.030
H 0.097 -0.061 0.128
H -0.010 0.113 0.007
H -0.072 -0.021 0.002
C -0.001 0.139 0.290
C 0.021 0.021 -0.020
C 0.346 0.381 0.298
C 0.322 0.422 0.096
O -0.198 -0.416 0.085
C 0.017 0.053 0.017
H 0.059 0.117 0.027
C 0.057 -0.299 0.059
C -0.060 0.144 -0.089
H 0.011 0.014 -0.024
C -0.018 -0.123 -0.053
F 0.117 0.119 0.138
H -0.003 0.034 -0.036
C -0.341 -0.177 -0.176
C -0.253 -0.304 -0.441
H 0.020 -0.096 0.056
H -0.047 -0.171 -0.045
C -0.083 0.022 -0.098
C 0.270 0.047 -0.557
H 0.078 0.104 -0.039
H 0.033 -0.023 0.178
C 0.102 0.071 -0.085
C 0.780 -0.539 -0.286
C -0.452 0.070 0.173
H -0.110 -0.039 -0.029
C 0.052 -0.091 0.088
H -0.042 0.106 0.008
H 0.004 0.081 0.037
H 0.049 0.092 -0.023
C -0.228 -0.109 0.086
H 0.071 0.035 -0.032
H -0.027 0.021 -0.090
H -0.103 -0.092 -0.109
H 0.035 0.050 0.068
C -0.009 -0.284 -0.183
C -0.003 -0.088 0.090
H 0.025 0.012 0.095
C -0.081 -0.161 0.001
H 0.050 0.057 -0.080
H 0.090 0.279 -0.104
N -0.109 -0.248 0.111

## Properties
Energy above the lowest of the compared OMol25 structures with the same formula, charge and spin: 3.35 kcal/mol
M: 456.6 Da
Multiplicity: 1
SMILES: CCOc1ccc(C[N@H+]2CC[C@@H](C(=O)N3CCN(c4ccccc4F)CC3)CC2)cc1OC
Largest force on an atom: 0.990 eV/A
Net charge: +1
DFT total energy: -40854.449 eV
HOMO energy: -9.907 eV

Table of natural (NBO) atomic charges, one value per atom, all in e: number 1, C, carries -0.24; number 2, H, carries 0.21; number 3, C, carries 0.27; number 4, O, carries -0.68; number 5, H, carries 0.24; number 6, O, carries -0.49; number 7, H, carries 0.21; number 8, H, carries 0.22; number 9, C, carries -0.23; number 10, N, carries -0.43; number 11, H, carries 0.22; number 12, C, carries -0.24; number 13, H, carries 0.23; number 14, N, carries -0.34; number 15, H, carries 0.25; number 16, H, carries 0.21; number 17, H, carries 0.26; number 18, H, carries 0.21; number 19, C, carries -0.23; number 20, C, carries 0.36; number 21, H, carries 0.22; number 22, H, carries 0.18; number 23, H, carries 0.21; number 24, H, carries 0.19; number 25, H, carries 0.25; number 26, H, carries 0.21; number 27, H, carries 0.19; number 28, C, carries -0.22; number 29, C, carries -0.10; number 30, C, carries 0.69; number 31, C, carries -0.07; number 32, O, carries -0.51; number 33, C, carries -0.21; number 34, H, carries 0.23; number 35, C, carries 0.09; number 36, C, carries -0.25; number 37, H, carries 0.21; number 38, C, carries 0.32; number 39, F, carries -0.33; number 40, H, carries 0.23; number 41, C, carries -0.64; number 42, C, carries -0.25; number 43, H, carries 0.22; number 44, H, carries 0.23; number 45, C, carries -0.25; number 46, C, carries -0.24; number 47, H, carries 0.23; number 48, H, carries 0.24; number 49, C, carries -0.29; number 50, C, carries -0.25; number 51, C, carries -0.22; number 52, H, carries 0.19; number 53, C, carries -0.20; number 54, H, carries 0.25; number 55, H, carries 0.20; number 56, H, carries 0.21; number 57, C, carries -0.40; number 58, H, carries 0.24; number 59, H, carries 0.23; number 60, H, carries 0.43; number 61, H, carries 0.19; number 62, C, carries -0.40; number 63, C, carries -0.31; number 64, H, carries 0.21; number 65, C, carries -0.23; number 66, H, carries 0.24; number 67, H, carries 0.27; number 68, N, carries -0.42